This record from the OMol25 dataset describes a 3-piece molecular cluster, C14H25FNO6 overall. The level of theory is the ωB97M-V functional and the def2-TZVPD basis.

Output
Charge = -1
LUMO level = 2.723 eV
Frontier orbital gap = 4.46 eV

XYZ file:
```
47
Properties=species:S:1:pos:R:3:forces:R:3
C 3.7946 -3.7433 0.5961 0.260 0.111 0.113
C 3.7281 -2.3448 -0.0017 -0.275 0.006 0.052
C 2.2979 -1.9181 -0.3528 0.083 0.333 0.541
N 1.4339 -2.0578 0.7652 -0.206 -0.513 0.055
C 0.0728 -1.8238 0.4018 0.861 0.106 0.318
C -0.8938 -2.7319 1.1550 -0.402 -0.093 -0.325
C -1.8402 -3.5050 0.2520 0.051 0.307 -0.056
F -1.7220 -1.9616 2.0277 0.036 0.046 0.198
H 3.5542 -4.5039 -0.1499 -0.065 -0.057 -0.005
H 4.7965 -3.9460 0.9883 0.049 -0.112 -0.077
H 3.0859 -3.8151 1.4178 -0.128 -0.008 -0.046
H 4.3558 -2.2875 -0.8969 0.088 0.082 -0.003
H 4.1015 -1.6243 0.7310 0.113 0.007 0.015
H 1.9734 -2.5186 -1.2388 -0.083 0.076 -0.127
H 2.3734 -0.8536 -0.6917 0.053 -0.060 -0.393
H -0.2718 -0.7836 0.6276 -0.234 0.086 -0.258
H -0.0680 -1.9692 -0.6870 -0.252 0.007 -0.088
H -0.3189 -3.4180 1.7722 0.072 0.152 0.243
H -2.7351 -3.8139 0.7912 0.054 -0.216 0.102
H -2.1539 -2.8773 -0.5831 -0.057 0.011 -0.032
H -1.3164 -4.3700 -0.1522 -0.039 -0.084 -0.053
C -1.2905 1.7289 4.3887 -0.100 0.220 -0.102
C -0.3931 1.3756 3.2327 -0.056 -0.183 0.158
C 1.0413 1.8444 3.3434 0.040 -0.144 0.019
O 1.4166 1.9732 1.9703 0.044 0.229 0.018
C 0.2978 2.2187 1.2581 -0.020 -0.366 -0.018
O 0.2818 2.5202 0.1073 -0.008 0.293 0.005
O -0.8019 2.0587 2.0283 0.053 0.040 -0.024
H -1.2140 2.7902 4.6340 0.034 0.000 0.004
H -2.3294 1.5166 4.1402 0.015 -0.095 0.008
H -1.0165 1.1422 5.2653 0.012 -0.024 -0.004
H -0.4312 0.3026 3.0249 0.023 -0.004 -0.053
H 1.6987 1.1392 3.8441 0.038 -0.071 -0.147
H 1.1152 2.8276 3.8192 -0.039 -0.001 0.040
C -0.3111 2.2261 -2.8329 -0.146 -0.362 -0.159
C -1.2825 2.6264 -3.9099 0.144 0.038 0.166
C -2.4390 3.4825 -3.4467 -0.048 0.074 -0.037
O -3.4547 3.1736 -4.4152 0.014 0.031 0.089
C -3.2069 1.9217 -4.8767 0.075 0.001 0.037
O -3.9571 1.3002 -5.5586 -0.061 -0.036 -0.055
O -1.9994 1.4945 -4.4575 0.025 0.056 -0.070
H -0.8269 1.8035 -1.9747 -0.004 0.035 0.056
H 0.3853 1.4726 -3.1994 0.043 0.064 -0.043
H 0.2570 3.0921 -2.4991 -0.010 0.021 0.043
H -0.7623 3.1062 -4.7453 -0.039 0.004 -0.029
H -2.2302 4.5490 -3.4527 -0.067 0.013 -0.106
H -2.7948 3.1808 -2.4596 0.062 -0.016 0.031
```
Positions in Å, forces in eV/Å.



This record from the OMol25 dataset describes C14H25GaN5O6S as an isolated structure. The level of theory is the ωB97M-V functional and the def2-TZVPD basis.

Output
Charge = +1
LUMO level (spin up / spin down) = -6.507 / -6.531 eV
Frontier orbital gap (spin up / spin down) = 3.95 / 3.93 eV

XYZ file:
```
52
Properties=species:S:1:pos:R:3:forces:R:3
O -0.4436 -1.1901 -4.2628 3.152 0.782 -1.170
H -0.5941 -1.0828 -5.2057 0.035 -0.072 -0.334
Ga 0.0597 0.2429 -1.2205 -0.849 -2.061 -0.466
N 1.5725 -0.9026 -1.6948 1.624 -2.783 0.463
N -0.4884 -1.6270 -0.4665 0.710 -1.008 -0.561
N 1.0222 1.7343 -0.7197 0.353 3.041 2.720
N -1.2016 0.9696 0.1038 0.335 3.339 1.307
O 2.6976 -0.4011 -2.1036 -1.148 -0.158 -0.107
O 2.2575 1.9237 -1.1937 -0.234 -0.205 -0.058
O -2.2398 0.3721 0.7131 -0.527 0.095 -0.402
O -1.3133 -1.9198 0.5262 -0.680 -0.065 -1.101
C 0.2828 -2.6536 -0.9121 -2.317 1.118 0.780
C 1.4134 -2.2517 -1.6269 1.746 2.528 -1.490
C 0.3850 2.6466 0.0016 3.935 -1.308 -2.555
C -0.8380 2.1893 0.5354 -2.468 -3.293 -0.092
C 2.4355 -3.1145 -2.2653 0.195 -0.680 0.005
H 2.4206 -2.9838 -3.3616 -0.018 0.077 0.399
H 2.2290 -4.1711 -2.0471 0.204 0.357 -0.132
H 3.4501 -2.8684 -1.9180 -0.364 0.001 -0.069
C -0.0826 -4.0353 -0.5177 0.489 -0.566 -0.001
H -1.1008 -4.2718 -0.8596 0.195 0.223 0.224
H -0.0506 -4.1533 0.5757 -0.086 0.112 -0.323
H 0.6013 -4.7689 -0.9619 -0.210 0.254 0.167
C 1.0328 3.9287 0.2754 -0.157 0.969 0.221
C -1.5884 2.9367 1.5603 -0.461 0.271 0.504
H 1.7612 4.1862 -0.5070 -0.308 -0.155 0.311
H 1.5523 3.9057 1.2455 -0.116 0.007 -0.233
H 0.2407 4.6837 0.3193 0.361 0.177 0.083
H -2.4451 2.3474 1.9059 0.265 0.205 -0.098
H -1.9562 3.8878 1.1427 0.111 -0.270 0.070
H -0.9568 3.1900 2.4291 -0.112 -0.140 -0.408
H 2.5211 0.9524 -1.5510 0.462 0.771 0.041
H -1.9949 -0.6336 0.6521 -0.159 0.008 -0.012
C -2.0885 -0.7511 -2.8945 -3.574 0.868 1.875
H -1.7734 -1.5765 -3.5003 -1.053 -0.094 0.063
H -2.1295 0.3129 -3.2887 0.378 -1.571 0.510
H -2.7014 -0.9647 -1.9855 0.972 0.445 -0.162
O 0.1553 1.0092 -2.9920 -0.529 -0.644 0.328
H -0.1602 -0.2634 -3.9265 0.174 -0.789 -0.416
H 1.1231 1.1505 -3.0162 -0.511 0.037 -0.431
S 1.9626 -0.3853 1.6629 0.187 -0.062 -0.585
C 0.7507 0.0478 2.7375 -0.620 -0.622 -0.751
N -0.4659 -0.5917 2.6626 -0.172 0.202 1.280
C -1.4804 -0.3437 3.5481 1.144 0.531 0.058
C -1.3225 0.6171 4.5265 -0.845 -0.544 -0.230
C -0.1280 1.3557 4.5814 0.560 -0.079 -0.222
C 0.8891 1.0669 3.6940 -0.164 0.570 0.730
H -0.6221 -1.3140 1.9173 0.328 0.592 0.609
H -2.3621 -0.9478 3.4178 -0.172 0.011 0.057
H -2.1365 0.7884 5.2325 0.308 -0.025 -0.245
H 0.0001 2.1389 5.3355 -0.048 -0.310 -0.295
H 1.8487 1.5833 3.6971 -0.324 -0.086 0.142
```
Positions in Å, forces in eV/Å.



This record from the OMol25 dataset describes a 2-piece molecular cluster, C14H25N2 overall. The level of theory is the ωB97M-V functional and the def2-TZVPD basis.

Output
Charge = +1
LUMO level = -3.900 eV
Frontier orbital gap = 7.86 eV

XYZ file:
```
41
Properties=species:S:1:pos:R:3:forces:R:3
C 3.1551 -0.5537 -1.2938 0.412 0.363 0.246
N 1.7500 -0.9671 -1.2962 -1.231 0.780 0.750
C 1.3837 -2.0311 -2.2273 0.113 -0.834 -0.261
C 0.8369 -0.2437 -0.6781 1.052 0.311 -2.087
C -0.5848 -0.4931 -0.8454 -0.925 -0.276 0.066
C -1.1741 -1.7614 -0.6232 0.333 0.376 -0.132
C -2.4977 -1.9829 -0.9687 0.278 -0.018 0.145
C -3.2740 -0.9644 -1.5380 0.345 -0.083 0.007
C -4.6805 -1.2580 -1.9446 -0.535 0.044 -0.123
C -2.7053 0.2992 -1.7309 -0.075 -0.097 -0.039
C -1.3861 0.5468 -1.3745 0.509 -0.241 0.261
H 3.7365 -1.3577 -1.7472 0.054 0.277 0.214
H 3.2925 0.3758 -1.8714 -0.123 -0.411 0.115
H 3.5022 -0.3749 -0.2666 -0.140 -0.144 -0.320
H 2.2953 -2.3144 -2.7626 -0.372 -0.023 0.066
H 0.9937 -2.9092 -1.7023 0.199 0.206 -0.195
H 0.6287 -1.6897 -2.9476 0.182 0.046 0.303
H 1.1975 0.7018 -0.2638 -0.357 -0.667 -0.207
H -0.5655 -2.5553 -0.1802 -0.338 0.219 -0.138
H -2.9354 -2.9718 -0.8173 0.101 0.310 0.016
H -5.1513 -0.3671 -2.3723 0.012 -0.204 0.082
H -4.7335 -2.0620 -2.6947 0.122 0.233 0.230
H -5.2815 -1.5851 -1.0832 0.183 0.107 -0.217
H -3.3117 1.0855 -2.1876 0.259 -0.202 0.208
H -0.9358 1.5298 -1.5376 -0.234 -0.298 0.003
C 0.9741 3.4917 1.1939 -0.133 0.186 0.179
C 0.2324 2.2008 1.4649 -0.265 -0.402 -0.189
N 1.0725 1.0219 1.6499 1.014 0.485 0.782
C 0.7695 0.2038 2.8164 -0.338 -0.456 -0.061
C 1.8977 0.0622 3.8268 -0.213 0.119 0.112
H 0.2980 4.1907 0.6950 0.170 0.055 0.089
H 1.2809 3.9284 2.1484 0.179 0.067 -0.242
H 1.8538 3.3600 0.5588 -0.048 -0.043 0.001
H -0.3994 2.3225 2.3554 0.073 0.055 -0.260
H -0.4513 1.9561 0.6413 -0.126 0.321 -0.003
H 2.0756 1.2191 1.5695 -0.555 0.204 0.423
H -0.1039 0.6513 3.3130 0.194 -0.283 -0.046
H 0.4473 -0.7793 2.4431 0.043 -0.033 0.350
H 1.6168 -0.7050 4.5569 0.175 0.173 -0.052
H 2.8459 -0.2346 3.3664 -0.130 0.022 0.007
H 2.0348 1.0141 4.3555 0.138 -0.241 -0.082
```
Positions in Å, forces in eV/Å.



This record from the OMol25 dataset describes C14H25N5O6Pb as an isolated structure. The level of theory is the ωB97M-V functional and the def2-TZVPD basis.

Output
LUMO level (spin up / spin down) = -1.067 / -1.069 eV
Frontier orbital gap (spin up / spin down) = 4.66 / 4.64 eV

XYZ file:
```
51
Properties=species:S:1:pos:R:3:forces:R:3
O -0.9386 -0.6282 -4.3921 -0.345 1.126 -0.080
H -0.4743 -0.5229 -5.2370 -0.112 0.066 0.440
Pb -0.7119 0.4412 -1.0968 1.937 2.954 1.453
N -0.3428 2.2247 0.6577 2.668 1.058 -0.843
N 1.3696 1.8997 -1.2537 -0.286 1.199 2.444
N -1.8208 -0.7316 0.7160 -0.319 -3.058 1.592
N -1.1653 -1.9242 -1.5499 -0.797 -3.112 1.639
O -1.1734 2.2721 1.6599 -1.770 -0.572 1.662
O -2.0255 -0.1641 1.9422 -0.039 -0.539 -0.970
O -0.8316 -2.6334 -2.6890 -0.166 0.634 -0.274
O 2.2563 1.5004 -2.0448 1.042 -0.285 -1.594
C 1.6763 2.8835 -0.3524 -0.417 -1.759 -2.091
C 0.7611 3.0160 0.7240 -2.605 -1.774 -0.165
C -1.9345 -2.0640 0.6866 0.053 3.336 0.961
C -1.5433 -2.7100 -0.5409 0.893 1.198 -3.411
C 1.0220 3.8649 1.9153 -0.097 0.416 0.187
H 1.3554 3.2583 2.7735 -0.205 0.125 -0.205
H 0.1096 4.3980 2.2093 0.177 -0.209 0.045
H 1.8049 4.5986 1.6981 -0.191 -0.163 0.130
C 2.9533 3.6095 -0.5107 0.464 0.101 0.026
H 3.0669 3.9292 -1.5551 0.084 -0.160 0.186
H 3.8042 2.9543 -0.2690 -0.044 0.195 -0.143
H 2.9975 4.4929 0.1286 0.060 -0.100 -0.086
C -2.3898 -2.8627 1.8559 -0.133 -0.154 0.275
C -1.5870 -4.1816 -0.7314 -0.043 -0.599 0.323
H -2.8217 -2.2130 2.6216 0.141 -0.146 -0.202
H -1.5530 -3.4239 2.2976 -0.167 0.160 -0.072
H -3.1405 -3.5948 1.5328 0.138 0.119 0.103
H -0.7990 -4.5093 -1.4158 -0.205 0.119 0.166
H -2.5529 -4.4837 -1.1640 0.225 0.116 0.037
H -1.4801 -4.7055 0.2238 -0.020 0.089 -0.191
H -1.7296 0.8116 1.8082 0.130 0.848 0.246
H -0.8315 -1.9335 -3.4138 0.130 -0.576 0.747
C -1.4493 0.6697 -3.9338 -0.139 -0.267 -1.427
H -0.6254 1.3014 -3.5576 -0.420 -0.295 -0.147
H -2.2295 0.4526 -3.1895 0.424 0.131 -0.399
H -1.9454 1.2131 -4.7589 0.259 -0.351 0.181
O -4.2758 2.6726 1.6087 0.514 -0.401 -0.438
H -4.5942 2.0063 0.9788 0.148 0.318 0.344
H -3.2946 2.6088 1.5519 -0.416 0.109 0.109
C 3.3823 -1.7642 1.8689 -0.338 0.181 -0.241
C 2.5658 -0.8201 2.4943 -0.275 0.042 -0.387
C 1.5038 -0.2603 1.7778 0.142 -0.067 -0.239
N 1.2536 -0.5757 0.4955 -0.238 -0.294 -0.073
C 2.0336 -1.4837 -0.1088 0.169 0.156 0.390
C 3.1042 -2.1029 0.5423 -0.303 0.188 -0.076
H 4.2125 -2.2246 2.4008 -0.164 0.098 -0.124
H 2.7149 -0.4954 3.5191 0.089 -0.161 -0.129
H 0.8353 0.4706 2.2389 0.154 -0.154 -0.186
H 1.7904 -1.7056 -1.1518 0.181 0.017 0.323
H 3.6876 -2.8313 -0.0112 0.032 0.093 0.186
```
Positions in Å, forces in eV/Å.



Number 1: energy -1154.52155 hartree. Number 2: energy -3596.09742 hartree. Number 3: energy -657.69237 hartree. Number 4: energy -1466.26122 hartree.